# 1
# CH4N3P

2 unconnected molecules or ions with the total composition CH4N3P in a non-equilibrium geometry (wB97M-V/def2-TZVPD, OMol25).

```
9
Properties=species:S:1:pos:R:3
C -0.14108 -0.60598 -0.86673
N -1.58890 -0.79116 -0.49870
N -2.01550 0.18921 0.06713
N -1.19884 1.21790 0.29057
P 0.37934 1.08415 -0.54450
H 0.45033 -1.38326 0.81337
H 0.12993 -1.17097 -1.78778
H -1.64880 2.05638 0.45570
H 1.27445 1.01068 0.55806
```

Values from the calculation:
2S+1: 3
relative energy (zero: lowest compared OMol25 entry of this formula, charge and spin): 330.3 kJ/mol
orbital gap (alpha / beta): 8.0077 / 7.8606 eV
lowest unoccupied orbital energy (alpha / beta): 0.026 / -0.074 hartree
net charge: 0
E_HOMO (alpha / beta): -7.30 / -9.89 eV



# 2
# C22H24N6NaO3

A molecular structure, C22H24N6NaO3 (wB97M-V/def2-TZVPD, OMol25).

```
56
Properties=species:S:1:pos:R:3
Na -0.19214 0.17777 -0.61822
C 0.88393 1.27127 2.73972
N 1.53143 0.36040 1.81772
C 2.53358 1.00530 0.99962
C 2.84293 0.25035 -0.27460
C 3.91898 0.62173 -1.07540
C 4.11449 -0.03587 -2.27440
C 3.24913 -1.05869 -2.63562
C 2.22277 -1.37259 -1.76633
N 2.02117 -0.73526 -0.61353
C 2.02403 -0.84357 2.47280
C 1.70481 -2.11830 1.72322
C 2.68442 -3.04734 1.40348
C 2.32392 -4.14889 0.64262
C 1.01175 -4.26963 0.21737
C 0.09561 -3.29991 0.61218
N 0.43225 -2.27340 1.38137
C -0.01429 2.31512 2.10731
C -0.64816 3.22840 2.94423
C -1.52089 4.14184 2.38805
C -1.72196 4.12857 1.01729
C -1.04050 3.19417 0.25648
N -0.19601 2.30601 0.79623
H 1.61136 1.78712 3.39503
H 0.23504 0.67476 3.38420
H 3.47381 1.17464 1.55646
H 2.15000 1.98256 0.69975
H 4.56748 1.43338 -0.77049
H 4.92699 0.25367 -2.92884
H 3.35766 -1.58650 -3.57227
H 1.51205 -2.15727 -1.99466
H 1.56115 -0.91532 3.46159
H 3.11080 -0.78488 2.63890
H 3.71017 -2.88540 1.70857
H 3.06643 -4.88531 0.35963
H 0.69576 -5.08825 -0.41430
H -0.93412 -3.31103 0.27576
H -0.46932 3.20062 4.01280
H -2.04075 4.85450 3.01758
H -2.39803 4.81928 0.53481
H -1.15018 3.17298 -0.81807
N -2.22329 -0.26462 2.14848
C -3.22624 -0.23815 1.08076
C -2.56358 -0.28514 -0.29013
O -1.79521 -1.29791 -0.50426
N -2.83766 0.72936 -1.06194
C -2.36512 0.70038 -2.45303
C -1.17683 1.67377 -2.69698
O -1.43818 2.83531 -3.04229
O -0.01547 1.20889 -2.47053
H -1.50481 -0.95267 1.93318
H -2.66092 -0.55439 3.01869
H -3.81714 0.67516 1.15010
H -3.90842 -1.10055 1.12942
H -3.18385 1.05428 -3.08441
H -2.07155 -0.30815 -2.76470
```

Values from the calculation:
relative energy (zero: lowest compared OMol25 entry of this formula, charge and spin): 28.5 kJ/mol
orbital gap: 6.0829 eV
lowest unoccupied orbital energy: 0.081 hartree
net charge: -1
E_HOMO: -3.87 eV



# 3
# C8H10BBiF4N

A molecular structure, C8H10BBiF4N in a non-equilibrium geometry (wB97M-V/def2-TZVPD, OMol25).

```
25
Properties=species:S:1:pos:R:3
C -2.01595 -0.19978 -1.71680
C -1.85316 1.19036 -1.56128
C -1.85246 1.48314 -0.18275
C -1.99964 0.25235 0.52369
C -2.15094 -0.77518 -0.45058
Bi 0.70561 0.30917 1.29624
C 2.54858 0.70646 -1.85017
C 2.78529 -0.50625 -2.42241
C 2.13685 -1.80840 -2.59875
N 0.54163 -1.67491 1.29040
H -1.65188 2.46356 0.31113
H -1.65468 1.92592 -2.36638
H -2.03366 0.13917 1.63195
H -2.43808 -1.82635 -0.21362
H -2.12081 -0.70525 -2.70450
H 1.55688 1.15512 -2.09416
H 0.12399 -1.49699 -0.45030
H 2.70240 1.07875 -0.86908
H 2.24693 -1.84902 -3.75321
H 1.65906 -2.62870 -2.13379
F 0.32514 -0.68197 3.33191
B 0.55353 0.57204 4.15499
F -0.55017 0.77581 4.91846
F 1.76116 0.39801 4.76132
F 0.67439 1.70295 3.14771
```

Values from the calculation:
orbital gap: 6.4163 eV
lowest unoccupied orbital energy: 0.091 hartree
net charge: -1
E_HOMO: -3.93 eV



# 4
# C5H5FO2

A single C5H5FO2 molecule in a non-equilibrium geometry (wB97M-V/def2-TZVPD, OMol25).

```
13
Properties=species:S:1:pos:R:3
O -1.16418 2.69036 0.08942
C -0.29427 2.40153 0.92667
O 0.53281 1.45526 1.29853
C 0.46670 0.11604 0.66410
C -0.55584 -0.04691 -0.12017
C -0.56139 -1.29175 -0.99276
C 0.45675 -2.21243 -1.02272
F 1.49080 -1.99741 -0.22737
H 0.17242 3.20186 1.58719
H 1.43673 -0.38630 1.09699
H -1.07270 0.89449 -0.29655
H -1.54060 -1.57888 -1.43420
H 0.63277 -3.24587 -1.56913
```

Values from the calculation:
relative energy (zero: lowest compared OMol25 entry of this formula, charge and spin): 286.5 kJ/mol
SMILES: O=CO/C=C/C=C\F
orbital gap: 9.8830 eV
lowest unoccupied orbital energy: 0.024 hartree
net charge: 0
E_HOMO: -9.23 eV



# 5
# C30H55BF9N2O11P2S

3 unconnected molecules or ions with the total composition C30H55BF9N2O11P2S (wB97M-V/def2-TZVPD, OMol25).

```
111
Properties=species:S:1:pos:R:3
C 2.00101 3.47846 -0.13915
C 1.73405 2.70433 -1.43155
C 1.03163 1.37005 -1.15785
C 0.29900 0.81506 -2.38449
N 0.33202 -0.64500 -2.39727
C -0.85413 -1.33318 -2.87477
C -0.91257 -1.56166 -4.40642
C 0.02508 -0.68843 -5.25643
C -0.69400 0.47418 -5.89955
F -1.42098 1.16794 -4.98625
F -1.55117 0.02838 -6.86770
C 0.31801 1.44410 -6.60351
F 1.39932 1.64370 -5.82958
F 0.72848 0.83653 -7.73965
S -0.33226 3.18271 -7.08210
F -1.82374 2.66243 -7.13973
F -0.47462 3.53132 -5.54276
F 1.15249 3.76585 -7.07825
F -0.18820 2.90700 -8.64142
F -0.85699 4.63705 -7.42480
O -2.02563 -0.69226 -2.47625
B -2.95269 -1.65084 -1.77454
C -2.94073 -1.19808 -0.16361
C -2.74517 0.27364 -0.02329
N -2.03890 0.89543 0.83759
C -4.44856 -1.70257 -2.41368
C -5.46482 -0.83014 -2.02800
C -6.74056 -0.89608 -2.56816
C -7.04046 -1.85592 -3.52466
C -6.04618 -2.72591 -3.93800
C -4.77396 -2.64498 -3.39119
O -2.28753 -2.96286 -2.01411
C -0.94488 -2.71447 -2.13060
O -0.35095 -3.82110 -2.78627
C 1.02316 -3.69513 -3.07978
C 1.96086 -3.59286 -1.86669
C 2.35943 -4.99064 -1.34399
C 3.19097 -2.73833 -2.24271
C 4.00789 -2.35101 -1.01041
C 4.06899 -3.34901 -3.33168
H 1.08801 3.95413 0.22357
H 2.37334 2.81248 0.64029
H 2.72879 4.27493 -0.30881
H 1.12881 3.30200 -2.11429
H 2.70168 2.48611 -1.89195
H 1.77748 0.65075 -0.80414
H 0.30028 1.51859 -0.35866
H 0.78864 1.22399 -3.27452
H -0.73108 1.17086 -2.34965
H 0.57554 -0.98398 -1.47826
H -1.95091 -1.39394 -4.69195
H -0.70445 -2.59821 -4.65462
H 0.86951 -0.33822 -4.67074
H 0.42997 -1.28164 -6.07950
H -2.09261 -1.70234 0.31568
H -3.85500 -1.50555 0.35295
H -3.22873 0.90686 -0.77087
H -1.62786 0.19337 1.46056
H -5.26732 -0.06971 -1.28088
H -7.50491 -0.20579 -2.23051
H -8.04135 -1.92106 -3.93286
H -6.26990 -3.46900 -4.69430
H -4.01036 -3.34189 -3.71495
H -0.53007 -2.64677 -1.10930
H 1.22363 -2.86121 -3.76060
H 1.27790 -4.61112 -3.61916
H 1.48230 -3.06797 -1.04094
H 3.40879 -5.21777 -1.52997
H 2.21446 -5.05982 -0.26451
H 1.74466 -5.77174 -1.78973
H 2.77280 -1.81246 -2.65157
H 4.93958 -1.87007 -1.31831
H 4.23675 -3.20991 -0.37917
H 3.45979 -1.60570 -0.42971
H 4.63232 -4.21629 -2.98002
H 3.48702 -3.67019 -4.19756
H 4.78572 -2.60589 -3.68653
C -1.17769 2.56472 3.76874
O -1.35317 2.21809 5.15667
P -2.62759 1.37182 5.59055
O -2.87555 0.14828 4.84083
O -3.83984 2.38974 5.57211
C -3.70015 3.68597 6.15834
O -2.34412 1.20947 7.14192
C -1.44046 0.16562 7.53924
H -0.60171 3.48795 3.75415
H -0.62910 1.78099 3.25298
H -2.12695 2.72041 3.25728
H -3.45116 4.41016 5.38262
H -2.92999 3.69821 6.92845
H -4.65775 3.94699 6.60279
H -1.08084 0.41576 8.53419
H -0.59163 0.10403 6.85811
H -1.96133 -0.78953 7.56730
C 3.37357 2.74616 5.17047
O 4.07871 2.02637 6.19811
P 3.29045 0.83576 6.90327
O 2.64848 -0.10840 5.99684
O 2.28693 1.53678 7.90252
C 2.73752 2.58509 8.76898
O 4.40065 0.24624 7.86374
C 5.34562 -0.67474 7.29492
H 3.77667 3.75557 5.15152
H 3.53478 2.26397 4.20872
H 2.30299 2.78531 5.37659
H 2.51154 3.55002 8.31622
H 3.80661 2.51380 8.96291
H 2.19383 2.48781 9.70515
H 6.19964 -0.70575 7.96583
H 5.67048 -0.34446 6.30878
H 4.89471 -1.66178 7.21792
```

Values from the calculation:
orbital gap: 7.0335 eV
lowest unoccupied orbital energy: 0.067 hartree
net charge: -1
E_HOMO: -5.20 eV



# 6
# C4H3F2O3P

2 unconnected molecules or ions with the total composition C4H3F2O3P in a non-equilibrium geometry (wB97M-V/def2-TZVPD, OMol25).

```
13
Properties=species:S:1:pos:R:3
C 4.69211 -0.25847 0.15601
C 3.49729 -0.01784 0.16304
C 2.15797 0.30570 0.13659
C -1.71638 -0.33392 -0.11686
O -3.83080 0.40904 1.49899
O -3.77228 -0.85042 -0.70881
O -3.53929 1.69736 -0.71314
F -1.40153 -0.17038 -1.35147
F -1.52765 -1.61173 0.23695
P -3.47250 0.45339 0.06862
H 5.75633 -0.73856 0.00101
H 1.38461 -0.26785 0.69313
H 1.77213 1.38368 -0.06408
```

Values from the calculation:
2S+1: 3
orbital gap (alpha / beta): 2.4466 / 3.5945 eV
lowest unoccupied orbital energy (alpha / beta): 0.175 / 0.148 hartree
net charge: -2
E_HOMO (alpha / beta): 2.31 / 0.44 eV